Molecular formula: C5H33NO10
Method: DFT, wB97M-V/def2-TZVPD

Geometry as XYZ:
```
49
C5H33NO10 | the Open Molecules 2025 dataset | wB97M-V/def2-TZVPD
C 0.4866 1.1860 0.1239
C 1.7241 0.7223 0.8989
C 0.2134 0.1764 -1.0001
N -0.7156 0.7858 -1.9825
C -0.0816 1.9155 -2.6917
C -1.3495 -0.1685 -2.8774
H 0.5725 2.2301 -0.1447
H -0.3164 1.1406 0.8601
H 1.5627 -0.2479 1.3821
H 2.6558 0.6736 0.3356
H 1.8868 1.3368 1.7899
H -0.4144 -0.5949 -0.5555
H 1.1702 -0.1440 -1.4153
H 0.9991 1.7726 -2.7946
H -0.1838 2.8033 -2.0707
H -0.5937 2.0248 -3.6443
H -2.1883 0.3651 -3.3229
H -0.7370 -0.5283 -3.7240
H -1.6022 -1.0725 -2.3418
H -3.3747 1.9763 1.4707
H -2.6721 2.9202 2.4715
O -3.1930 2.1223 2.3954
H 0.9128 -3.1923 0.7144
H 2.1988 -2.3409 0.4005
O 1.7622 -2.8509 1.0864
H 1.9898 -2.4607 2.8593
H 1.8631 -1.2172 3.9111
O 1.4606 -1.9996 3.5384
H 2.3332 -0.6088 -4.2581
H 3.3836 -1.1344 -3.3428
O 2.9573 -0.3040 -3.5885
H -2.5418 -0.2983 1.1244
H -3.5904 0.2044 2.1409
O -3.0378 -0.5477 1.9063
H -0.3223 -2.1404 3.2379
H -1.7696 -1.8140 2.9272
O -1.1972 -2.5532 3.0634
H 0.1196 4.2953 1.4598
H 0.9541 3.9497 2.5915
O 0.3414 3.5126 1.9807
H -4.3957 0.7562 -1.2839
H -2.8717 0.9246 -0.9292
O -3.7688 0.9539 -0.5864
H -1.3777 -3.5141 -0.0468
H -1.1202 -2.9139 1.3327
O -0.7743 -2.9050 0.3971
H 4.7663 -0.5255 -1.2664
H 3.5334 -1.3175 -1.5214
O 4.3424 -1.3539 -1.0107
```

- HOMO energy: -8.8 eV
- Spin multiplicity: 1


Molecular formula: C14H16
Method: DFT, wB97M-V/def2-TZVPD

Geometry as XYZ:
```
30
C14H16 | the Open Molecules 2025 dataset | wB97M-V/def2-TZVPD
C -3.8011 3.6006 0.1517
C -2.7427 0.3344 -1.2818
C -1.6944 0.8483 -2.0956
C -3.5290 1.2957 -0.6869
C -3.1392 2.6793 -0.7320
C -1.1331 2.1142 -2.0535
C -1.9082 2.9444 -1.1988
H -3.0188 -0.6990 -1.1462
H -1.0167 0.2248 -2.6016
H -4.4572 0.9793 -0.1885
H -0.1241 2.4072 -2.3649
H -3.1819 4.4081 0.4310
H -4.0073 2.9369 1.0569
H -1.5302 4.0140 -0.9773
H -4.8197 3.9502 -0.1326
C 4.4370 -1.9659 2.5269
C 1.7856 -0.8481 0.0536
C 1.1544 -2.1137 -0.1121
C 2.8770 -0.8444 0.9677
C 3.2925 -1.9640 1.6104
C 1.5755 -3.2361 0.6304
C 2.6647 -3.2209 1.3719
H 1.4950 0.0479 -0.4047
H 0.2067 -2.1618 -0.5674
H 3.4180 0.1315 1.1299
H 0.7665 -4.0560 0.5716
H 4.2306 -2.2917 3.5779
H 4.8008 -1.0089 2.6924
H 3.0088 -4.0503 1.9640
H 5.1948 -2.5759 2.0481
```

- HOMO energy: -8.8 eV
- Spin multiplicity: 1


Molecular formula: C46H122N10O13
Method: DFT, wB97M-V/def2-TZVPD

Geometry as XYZ:
```
191
C46H122N10O13 | the Open Molecules 2025 dataset | wB97M-V/def2-TZVPD
C -6.9244 2.7628 4.2713
O -6.0924 2.0563 3.3848
C -6.7951 1.5696 2.2639
C -5.9112 0.6219 1.4577
N -4.5531 1.1697 1.3202
C -3.8063 0.7294 0.1622
C -4.1669 1.4528 -1.1575
O -3.9112 2.8415 -1.0256
C -2.5675 3.1851 -1.2910
H -7.0923 3.7981 3.9499
H -6.3936 2.8741 5.2209
H -7.8571 2.2310 4.4695
H -7.0424 2.4189 1.6127
H -7.6777 0.9885 2.5488
H -6.3599 0.5141 0.4608
H -5.8384 -0.3595 1.9299
H -4.6594 2.1779 1.2331
H -3.9099 -0.3393 -0.0524
H -2.7419 0.9019 0.3408
H -5.2274 1.3439 -1.3762
H -3.5332 0.9832 -1.9198
H -2.2632 2.8893 -2.2993
H -1.9135 2.6795 -0.5675
H -2.4085 4.2543 -1.1604
C 3.3391 -1.0343 -3.9707
O 2.6576 -2.2161 -4.3798
C 3.5196 -3.1358 -5.0020
C 2.6919 -4.0731 -5.8658
N 1.6373 -4.7649 -5.1336
C 2.0528 -6.0474 -4.5904
C 0.8862 -6.6927 -3.8378
O 0.4417 -5.9087 -2.7416
C -0.7560 -5.1815 -2.9545
H 2.5646 -0.3139 -3.7096
H 4.0102 -0.6929 -4.7580
H 3.9071 -1.2002 -3.0471
H 4.0532 -3.7483 -4.2591
H 4.2579 -2.6346 -5.6383
H 3.2723 -4.7935 -6.4444
H 2.2385 -3.4589 -6.6568
H 1.3491 -4.1873 -4.3501
H 2.8823 -6.0327 -3.8682
H 2.2443 -6.7159 -5.4329
H 1.1161 -7.6899 -3.4595
H 0.0783 -6.8288 -4.5706
H -0.9001 -4.6173 -2.0328
H -1.6126 -5.8427 -3.1204
H -0.6931 -4.5026 -3.8097
C -1.2993 0.6774 -4.2018
O -0.8230 0.1172 -2.9922
C -0.7399 -1.2939 -3.0122
C -0.0998 -1.7259 -1.7046
N -1.0551 -1.3879 -0.6439
C -0.4557 -1.1426 0.6598
C 0.1495 0.2682 0.7904
O 0.9891 0.2872 1.9137
C 1.3158 1.6126 2.2965
H -2.3783 0.5218 -4.2958
H -0.7445 0.3424 -5.0839
H -1.0806 1.7446 -4.1525
H -0.2353 -1.6593 -3.9102
H -1.7576 -1.7161 -2.9816
H 0.8267 -1.1327 -1.6272
H 0.1362 -2.7826 -1.6091
H -1.5546 -0.5491 -0.9197
H 0.2980 -1.8953 0.8641
H -1.2263 -1.2031 1.4313
H -0.6821 0.9814 0.8814
H 0.6755 0.5237 -0.1419
H 1.7588 2.1111 1.4269
H 1.9844 1.6348 3.1523
H 0.4130 2.1745 2.5732
C -5.7034 3.5821 -7.7140
C -4.2338 3.4922 -7.3255
C -3.9833 2.4381 -6.2525
O -4.7510 2.6780 -5.0609
C -4.3547 3.8462 -4.3628
N -3.4767 3.1551 -8.5501
H -5.8776 4.4535 -8.3461
H -6.3490 3.5590 -6.8395
H -5.9586 2.7515 -8.3804
H -3.8678 4.4637 -6.9903
H -2.9245 2.4715 -5.9680
H -4.3415 1.4587 -6.5673
H -4.7113 3.6796 -3.3435
H -4.8589 4.7565 -4.7015
H -3.2647 3.9417 -4.3555
H -2.4910 3.0256 -8.3421
H -3.8011 2.2573 -8.8962
C 1.3179 5.7007 0.4627
C 1.3309 5.4231 1.9637
C 0.3729 4.3531 2.4540
O -0.8640 4.4794 1.7718
C -1.9145 3.8150 2.4078
N 2.6898 5.1321 2.4855
H 2.3604 5.7422 0.1369
H 0.9197 6.6984 0.2765
H 0.7553 4.9930 -0.1368
H 0.9346 6.3162 2.4676
H 0.2320 4.4240 3.5429
H 0.6966 3.3103 2.2952
H -1.6222 2.8311 2.8194
H -2.7464 3.6199 1.7372
H -2.2260 4.3516 3.3163
H 3.1620 6.0344 2.5582
H 2.5630 4.9555 3.4855
C 1.7578 -6.9150 1.9178
C 1.9701 -5.4343 1.5740
C 2.1432 -5.2565 0.0736
O 2.3521 -3.8847 -0.2172
C 2.6370 -3.6974 -1.5778
N 0.8595 -4.6678 2.1426
H 2.5809 -7.4820 1.4682
H 0.8551 -7.3449 1.4819
H 1.8057 -7.0237 2.9979
H 2.8740 -5.1534 2.1179
H 1.2917 -5.6710 -0.4853
H 3.0077 -5.8383 -0.2820
H 3.6168 -4.1378 -1.8303
H 2.7662 -2.6539 -1.8483
H 1.9036 -4.1701 -2.2380
H -0.0211 -5.0205 1.7617
H 0.8711 -3.7562 1.6906
C 3.9356 -3.9567 4.1955
C 4.7085 -2.9301 3.3505
C 3.9140 -2.5551 2.1202
O 4.6765 -1.6513 1.3486
C 3.9430 -1.0767 0.2964
N 4.9536 -1.7684 4.2298
H 4.5973 -4.3024 4.9908
H 3.7366 -4.8293 3.5687
H 3.0497 -3.5234 4.6558
H 5.6718 -3.3942 3.1348
H 2.9223 -2.1391 2.3557
H 3.6885 -3.4492 1.5140
H 3.4834 -1.8068 -0.3768
H 4.5659 -0.3446 -0.2134
H 3.1124 -0.4889 0.7222
H 4.0578 -1.5421 4.6624
H 5.2603 -0.9669 3.6896
C 0.2417 4.2131 -3.4026
C 1.5690 3.4515 -3.3612
C 1.8168 2.9886 -1.9323
O 2.9126 2.0890 -1.9293
C 3.4522 1.8023 -0.6617
N 1.5525 2.3359 -4.3104
H -0.0076 4.4684 -4.4365
H 0.2877 5.1856 -2.9054
H -0.5867 3.6188 -3.0157
H 2.3371 4.1850 -3.6214
H 0.9258 2.4752 -1.5367
H 2.0784 3.8434 -1.3067
H 4.5298 1.6529 -0.7369
H 3.0463 0.8414 -0.3119
H 3.2379 2.5651 0.0915
H 2.4892 2.1834 -4.6658
H 1.3591 1.5274 -3.7209
C 2.1354 2.8532 4.8977
C 2.6194 1.6638 5.7251
C 2.0676 0.3831 5.1220
O 2.5407 -0.8140 5.7231
C 2.0029 -1.1490 6.9842
N 4.0967 1.6868 5.6215
H 1.0493 2.9072 4.7526
H 2.5831 2.8182 3.9033
H 2.4194 3.7859 5.3834
H 2.2955 1.7914 6.7577
H 2.4107 0.2595 4.0884
H 0.9717 0.4006 5.1192
H 1.2054 -1.8784 6.8613
H 1.7023 -0.2785 7.5780
H 2.7859 -1.5557 7.6340
H 4.3776 1.0847 4.8567
H 4.5488 1.3156 6.4473
C -1.6360 0.8041 3.8611
C -2.4104 -0.5211 3.8343
C -2.0240 -1.3885 5.0262
O -0.6289 -1.5466 5.2296
C -0.0093 -2.0815 4.0783
N -3.8471 -0.3075 3.8558
H -1.9526 1.3733 4.7402
H -1.7876 1.4018 2.9576
H -0.5470 0.6954 3.9095
H -2.1461 -1.0101 2.8935
H -2.4096 -2.4114 4.9279
H -2.4805 -0.9308 5.9070
H -0.4828 -2.9866 3.6798
H 1.0463 -2.2547 4.2681
H -0.0653 -1.3597 3.2506
H -4.1697 0.0502 4.7532
H -4.0716 0.4762 3.2396
```

- HOMO energy: -8.6 eV
- Spin multiplicity: 1


Molecular formula: CH4ClN
Method: DFT, wB97M-V/def2-TZVPD

Geometry as XYZ:
```
7
CH4ClN | the Open Molecules 2025 dataset | wB97M-V/def2-TZVPD
C -0.1604 -0.5103 0.0191
N -0.2318 0.6137 -0.6832
Cl 1.3743 -1.4079 -0.1913
H -0.9482 -1.1261 0.1108
H -0.1922 0.1633 2.0708
H 0.7036 0.7904 -1.0595
H -0.5453 1.4769 -0.2668
```

- HOMO energy (spin up / spin down): -7.9 / -9.0 eV
- Spin multiplicity: 1


Computed strongest force on any atom, in the same sequence as the records: 2.43 5.29 2.93 4.35 eV/Å.
Computed ΔE to the lowest compared entry with this formula, charge and spin, in the same sequence as the records: 14.8 50.3 69.0 92.0 kcal per mole.